Molecular formula: C3H3NOS2
Method: DFT, wB97M-V/def2-TZVPD

Output
Charge   0
Energy above the lowest of the compared OMol25 structures with the same formula, charge and spin   67.1 kcal/mol
Gap between HOMO and LUMO   8.435 eV
Highest occupied orbital energy   -8.37 eV

```
10
Properties=species:S:1:pos:R:3:forces:R:3
C 0.526631 -1.929463 -1.001890 -0.323 -0.616 0.469
C -1.847041 0.829563 0.194034 1.156 1.382 -0.188
C 1.289042 -0.880433 -0.969030 2.596 3.696 0.854
N -0.742413 1.452276 0.499927 2.096 0.063 1.343
O 1.950382 0.109177 -0.808914 -2.004 -3.026 -0.736
S -2.089552 -0.717693 0.103334 -0.850 -2.684 0.032
S -0.358339 -2.137660 0.543300 -0.223 0.801 -0.578
H 0.567567 -2.633673 -1.816409 -0.296 -0.052 0.004
H 0.094783 1.051352 1.048553 -1.720 0.240 -1.451
H -0.590163 2.414786 0.249839 -0.432 0.196 0.251
```
Positions in Å, forces in eV/Å.

Let us look at the Löwdin charges, expressed in e, one per atom: atom 1 (C): -0.53, atom 2 (C): -0.68, atom 3 (C): -0.31, atom 4 (N): -0.03, atom 5 (O): 0.11, atom 6 (S): 0.62, atom 7 (S): 0.51, atom 8 (H): 0.07, atom 9 (H): 0.14, atom 10 (H): 0.09